# 1
Entry from the Open Molecules 2025 dataset: a cluster of 2 separate species, C10H18NO in total (ωB97M-V/def2-TZVPD).

Energy: -521.46021 Ha
Strongest force on any atom: 6.250 eV Å⁻¹
Total charge: +1
Frontier orbital gap: 8.99 eV

```
30
Properties=species:S:1:pos:R:3:forces:R:3
O 0.639 3.510 0.143 0.3 -1.5 0.2
N -1.458 -1.097 1.424 -1.3 -3.5 -0.4
C 0.159 0.166 -1.232 0.4 -1.1 -1.5
C 0.644 -0.674 -0.200 1.5 4.9 -0.2
C -3.531 -1.139 0.135 0.5 -1.0 -0.4
C 2.298 -2.206 -1.241 1.6 -0.8 -4.3
C 1.297 0.001 0.993 -1.6 -4.7 -3.8
C 0.949 -2.040 -0.540 2.2 -2.6 2.8
C 1.201 1.327 1.151 0.0 3.7 1.0
C -2.248 -0.373 0.407 -2.0 1.1 -1.7
C 0.724 2.070 0.039 0.4 2.4 -0.4
C 0.328 1.525 -1.184 -0.3 1.6 1.7
H -0.757 -1.728 1.015 0.5 0.9 -0.2
H 2.180 -2.455 -2.488 0.0 0.5 3.5
H 1.360 4.016 -0.289 -0.4 -0.9 0.3
H 1.860 -0.841 1.388 0.2 0.9 1.6
H -4.366 -1.016 0.753 -1.4 1.6 0.9
H -2.419 0.654 0.784 -0.1 -0.6 0.1
H -1.031 -0.403 1.994 0.8 0.1 1.3
H -0.257 -0.182 -2.237 0.6 -0.3 1.6
H -1.860 -0.157 -0.660 0.5 -1.0 2.5
H 0.049 2.270 -1.945 0.1 -0.8 0.2
H -3.485 -2.220 0.377 0.9 0.0 -1.0
H 0.210 -2.542 -1.082 -1.4 -0.7 -0.8
H -3.740 -0.939 -0.910 -0.7 -0.5 0.0
H 3.025 -3.027 -0.881 -1.4 1.4 -0.3
H -2.033 -1.912 1.896 0.7 2.8 -0.3
H 2.822 -1.232 -1.314 -0.1 -0.6 0.5
H 1.487 1.984 2.071 -0.2 -1.6 -1.7
H 1.123 -2.619 0.443 -0.6 0.5 -1.1
```
Forces are in eV/Å.

***

# 2
Entry from the Open Molecules 2025 dataset: a cluster of 2 separate species, C10H18NO in total (ωB97M-V/def2-TZVPD).

Energy: -521.53833 Ha
Strongest force on any atom: 2.939 eV Å⁻¹
Total charge: +1
Frontier orbital gap: 8.57 eV

```
30
Properties=species:S:1:pos:R:3:forces:R:3
O -2.953 -2.501 1.936 0.1 0.1 -0.2
N 0.313 1.020 -0.544 0.8 1.9 1.3
C 0.727 -1.308 -1.252 0.6 0.7 -0.1
C 2.222 -1.399 -0.697 -0.8 -0.5 -0.7
C 1.446 3.673 -0.774 -0.7 -1.7 0.6
C 0.740 3.062 -1.896 0.4 -1.4 2.2
C 1.559 2.932 0.487 -1.3 -1.4 -2.3
C -0.190 -0.371 -0.337 -0.3 -1.9 -1.0
C 0.972 1.602 0.531 0.9 2.0 -0.2
C -2.258 -2.127 3.120 0.0 -0.3 -0.1
C -1.723 -0.552 -0.623 -0.1 -0.5 0.2
C 0.198 1.710 -1.720 0.7 1.9 -0.5
H 0.824 -0.869 -2.290 -0.6 -0.4 1.0
H 2.560 -0.458 -0.193 -0.4 -0.9 -0.2
H -2.640 -3.379 1.688 -0.2 0.1 0.0
H -1.181 -2.101 2.928 0.1 0.0 0.2
H -2.473 -2.840 3.918 0.1 0.1 0.1
H 2.902 -1.530 -1.586 -0.6 -0.2 1.1
H -0.315 1.235 -2.594 0.5 0.3 1.2
H 2.248 -2.295 -0.019 0.5 1.1 -0.5
H 1.913 4.686 -0.822 -0.6 -1.0 -0.2
H -1.907 -1.664 -0.660 0.2 1.2 0.1
H 1.088 1.029 1.482 -0.4 0.3 -1.2
H -2.364 -0.174 0.222 0.7 -0.2 -0.9
H -2.594 -1.137 3.423 -0.1 -0.1 -0.1
H 2.096 3.314 1.386 -0.6 -0.3 -1.0
H 0.637 3.574 -2.878 0.0 -0.6 1.0
H -2.075 -0.135 -1.600 0.4 -0.2 0.8
H -0.025 -0.677 0.735 0.0 0.7 -1.1
H 0.253 -2.321 -1.371 0.5 1.0 0.3
```
Forces are in eV/Å.